# 1
Entry from the Open Molecules 2025 dataset: one molecule with the formula C4H6N2O2 (ωB97M-V with the def2-TZVPD basis set).

The molar mass is 114.10 g/mol. The LUMO energy comes out at 0.5 eV. The SMILES is COn1cncc1O. The HOMO energy comes out at -8.757 eV. The energy above the lowest of the compared OMol25 structures with the same formula, charge and spin is 644.5 kJ/mol.

Last column: natural (NBO) charge in e.
Cartesian coordinates (Å):
C  0.984  -1.352  -0.232  0.1717
C  1.680  0.675  0.437  -0.1809
H  -1.466  0.149  1.691  0.2349
H  2.428  1.547  0.413  0.2368
H  -1.496  -1.915  0.980  0.2173
H  0.802  -2.340  -0.482  0.1984
O  -1.469  -0.414  -0.641  -0.3652
H  -1.338  1.693  -0.815  0.5102
N  2.042  -0.661  0.103  -0.4184
C  0.358  0.830  0.155  0.3865
O  -0.541  1.960  -0.162  -0.7242
N  -0.133  -0.417  -0.543  -0.1461
H  -3.065  -0.550  0.756  0.2117
C  -1.881  -0.721  0.800  -0.3326

=====

# 2
Entry from the Open Molecules 2025 dataset: one molecule with the formula C4H6N2O2 (ωB97M-V with the def2-TZVPD basis set).

The molar mass is 114.10 g/mol. The LUMO energy comes out at 0.8 eV. The SMILES is COc1conc1N. The HOMO energy comes out at -9.031 eV. The energy above the lowest of the compared OMol25 structures with the same formula, charge and spin is 378.1 kJ/mol.

Last column: natural (NBO) charge in e.
Cartesian coordinates (Å):
H  -0.115  -0.497  1.744  0.2051
C  -0.092  1.740  -0.940  0.0979
O  1.464  0.387  0.482  -0.5218
N  -1.516  0.163  -1.753  -0.1838
C  0.883  -0.025  1.825  -0.2817
H  1.644  -0.927  2.182  0.2002
H  -1.540  -2.287  -0.915  0.4099
C  0.430  0.551  -0.452  0.1216
C  -0.569  -0.426  -0.964  0.2687
H  0.157  -2.185  -0.534  0.3859
N  -0.703  -1.715  -0.543  -0.8205
H  0.843  0.944  2.545  0.2034
H  0.279  2.754  -0.904  0.2119
O  -1.166  1.525  -1.773  -0.2968

=====

# 3
Entry from the Open Molecules 2025 dataset: one molecule with the formula C4H6N2O2 (ωB97M-V with the def2-TZVPD basis set).

The molar mass is 114.10 g/mol. The LUMO energy comes out at 0.4 eV. The SMILES is OCc1nc[nH]c1O. The HOMO energy comes out at -8.232 eV. The energy above the lowest of the compared OMol25 structures with the same formula, charge and spin is 296.9 kJ/mol.

Last column: natural (NBO) charge in e.
Cartesian coordinates (Å):
N  -0.314  1.234  0.075  -0.4350
C  0.876  1.736  -0.051  0.1651
H  -2.049  -0.418  1.309  0.1766
O  1.739  -1.578  -0.258  -0.6827
O  -2.408  -0.016  -0.609  -0.7190
C  -1.604  -0.666  0.323  -0.0642
C  1.117  -0.450  0.087  0.4229
N  1.833  0.657  -0.052  -0.5764
H  1.143  -2.472  -0.099  0.5084
H  -1.717  -1.849  0.235  0.1692
H  2.772  0.393  -0.737  0.4356
C  -0.198  -0.169  0.202  -0.0844
H  -2.496  0.939  -0.321  0.4910
H  1.307  2.661  -0.105  0.1928

=====

# 4
Entry from the Open Molecules 2025 dataset: one molecule with the formula C4H6N2O2 (ωB97M-V with the def2-TZVPD basis set).

The molar mass is 114.10 g/mol. The LUMO energy comes out at 0.0 eV. The HOMO energy comes out at -7.480 eV. The energy above the lowest of the compared OMol25 structures with the same formula, charge and spin is 627.6 kJ/mol.

Last column: natural (NBO) charge in e.
Cartesian coordinates (Å):
C  0.931  0.046  0.099  0.6857
H  -1.142  0.746  2.228  0.2399
O  1.014  -2.068  -2.215  -0.5246
N  0.956  1.367  -0.207  -0.8151
N  -0.184  -1.723  -1.629  -0.2399
O  1.879  -0.584  0.495  -0.5500
H  1.814  1.862  -0.019  0.4176
H  -1.849  1.349  0.719  0.1972
H  -2.553  0.019  1.635  0.2599
C  -0.793  -0.516  0.536  -0.1440
H  1.734  -1.736  -1.656  0.4600
H  0.187  1.810  -0.681  0.4133
C  -0.384  -1.012  -0.590  0.2574
C  -1.609  0.439  1.285  -0.6573

=====

# 5
Entry from the Open Molecules 2025 dataset: a 2-piece molecular cluster, C4H6N2O2 overall (ωB97M-V with the def2-TZVPD basis set).

The molar mass is 114.10 g/mol. The LUMO energy comes out at 0.4 eV. The SMILES is C[C@@]1(C#N)OC1=O.N. The HOMO energy comes out at -10.577 eV. The energy above the lowest of the compared OMol25 structures with the same formula, charge and spin is 283.9 kJ/mol.

Last column: natural (NBO) charge in e.
Cartesian coordinates (Å):
H  -1.375  1.610  -1.827  0.3608
N  -0.686  1.022  -1.476  -1.0757
O  2.312  -0.360  -0.935  -0.5073
O  1.658  -1.165  1.191  -0.4158
C  0.430  -0.325  0.817  0.0167
C  -0.814  -1.123  0.485  -0.6492
H  -0.846  -2.249  0.840  0.2436
H  -0.783  -1.151  -0.647  0.2663
C  1.706  -0.530  0.058  0.8122
H  -1.723  -0.637  0.840  0.2429
N  0.215  1.836  2.242  -0.2562
H  -0.255  0.741  -2.360  0.3689
C  0.256  0.824  1.669  0.2338
H  -0.094  1.509  -0.898  0.3592

=====

# 6
Entry from the Open Molecules 2025 dataset: one molecule with the formula C4H6N2O2 (ωB97M-V with the def2-TZVPD basis set).

The spin multiplicity is 3. The molar mass is 114.10 g/mol. The LUMO energy (spin up / spin down) comes out at 0.5 / -3.7 eV. The HOMO energy (spin up / spin down) comes out at -4.304 / -11.248 eV. The energy above the lowest of the compared OMol25 structures with the same formula, charge and spin is 368.0 kJ/mol.

Last column: natural (NBO) charge in e.
Cartesian coordinates (Å):
N  1.992  -2.401  0.551  -0.2969
H  -0.844  -1.053  0.993  0.4230
N  -0.627  -0.177  0.563  -0.6622
C  -1.737  0.345  -0.204  -0.4537
H  -2.442  1.070  0.339  0.2268
H  -2.326  -0.508  -0.640  0.2046
C  1.304  -1.601  0.086  0.0901
C  0.448  -0.538  -0.420  -0.1124
O  2.482  1.222  -0.808  -0.3956
O  1.130  1.319  1.029  -0.6634
C  1.618  0.884  -0.047  0.6714
H  0.077  0.955  1.060  0.5077
H  0.177  -0.524  -1.460  0.2544
H  -1.250  1.007  -1.044  0.2060

=====

# 7
Entry from the Open Molecules 2025 dataset: one molecule with the formula C4H6N2O2S2 (ωB97M-V with the def2-TZVPD basis set).

The molar mass is 178.24 g/mol. The LUMO energy comes out at 0.3 eV. The SMILES is C[S@](=O)(O)=N/C=C\SC#N. The HOMO energy comes out at -8.855 eV. The energy above the lowest of the compared OMol25 structures with the same formula, charge and spin is 324.4 kJ/mol.

Last column: natural (NBO) charge in e.
Cartesian coordinates (Å):
H  -1.838  3.249  1.235  0.2281
H  0.521  0.119  -2.013  0.2391
H  0.148  -1.611  -1.432  0.2360
S  1.002  -0.233  0.165  2.3246
C  -1.702  2.257  0.935  -0.4504
N  -0.284  0.415  0.500  -0.9429
N  -2.615  -0.856  2.557  -0.3348
O  0.996  -1.624  0.777  -0.8730
C  -2.866  0.098  1.956  0.0512
O  2.289  0.388  0.221  -0.9276
S  -3.224  1.320  0.819  0.3080
C  -0.506  1.739  0.637  0.0311
H  1.560  -1.719  1.530  0.5224
H  0.526  2.299  0.707  0.2093
H  1.768  -1.277  -1.970  0.2460
C  0.804  -0.848  -1.490  -0.8671

=====

# 8
Entry from the Open Molecules 2025 dataset: a 2-piece molecular cluster, C4H6N2O3 overall (ωB97M-V with the def2-TZVPD basis set).

The molar mass is 130.10 g/mol. The LUMO energy comes out at 0.5 eV. The SMILES is C=C=[N+]([O-])O.CN=C=O. The HOMO energy comes out at -9.258 eV. The energy above the lowest of the compared OMol25 structures with the same formula, charge and spin is 697.5 kJ/mol.

Last column: natural (NBO) charge in e.
Cartesian coordinates (Å):
C  -1.352  1.585  0.155  0.8417
C  -2.731  -0.586  -0.132  -0.3919
H  2.325  -2.740  0.572  0.4950
H  1.985  1.876  -1.190  0.2420
O  0.407  -1.324  0.590  -0.5401
H  2.719  1.885  0.651  0.2480
O  -0.628  2.477  0.221  -0.5733
H  -3.252  -0.634  0.806  0.2087
O  2.484  -2.006  -0.026  -0.5730
N  -2.060  0.710  -0.136  -0.5176
C  1.785  0.221  -0.209  0.2326
H  -3.402  -0.545  -0.917  0.2031
H  -2.068  -1.436  -0.297  0.2293
N  1.536  -0.919  0.167  0.2922
C  2.252  1.436  -0.256  -0.3967

=====

# 9
Entry from the Open Molecules 2025 dataset: C4H6N2O3S as an isolated structure (ωB97M-V with the def2-TZVPD basis set).

The molar mass is 162.17 g/mol. The LUMO energy comes out at 0.5 eV. The HOMO energy comes out at -8.305 eV. The energy above the lowest of the compared OMol25 structures with the same formula, charge and spin is 315.2 kJ/mol.

Last column: natural (NBO) charge in e.
Cartesian coordinates (Å):
N  -0.511  0.153  -1.112  -0.6479
O  0.152  -1.906  -0.721  -0.4424
O  -1.885  0.130  1.874  -0.9518
H  -0.852  1.124  -0.267  0.4787
C  0.111  -0.693  -0.309  0.4299
H  -0.453  -2.696  -2.633  0.2166
H  1.119  -0.625  2.360  0.2290
H  -1.468  -0.319  -3.097  0.2271
C  -0.952  -0.665  -2.144  -0.0801
H  2.771  1.073  1.750  0.3960
C  0.869  0.240  1.677  -0.0744
O  -0.948  1.921  0.506  -0.9392
C  -0.608  -1.877  -1.966  -0.0075
S  -0.909  1.160  1.865  1.5412
H  1.736  1.911  0.822  0.4093
N  1.827  1.069  1.393  -0.7845

=====

# 10
Entry from the Open Molecules 2025 dataset: C4H6N2O3S as an isolated structure (ωB97M-V with the def2-TZVPD basis set).

The molar mass is 162.17 g/mol. The LUMO energy comes out at 0.0 eV. The HOMO energy comes out at -9.932 eV. The energy above the lowest of the compared OMol25 structures with the same formula, charge and spin is 170.0 kJ/mol.

Last column: natural (NBO) charge in e.
Cartesian coordinates (Å):
N  -1.249  0.125  -0.840  -0.5735
H  0.520  2.481  -0.166  0.2641
O  -1.497  2.286  -2.047  -0.9569
H  -3.022  -1.486  0.124  0.2563
N  -0.122  -0.176  1.101  -0.5451
H  0.560  1.638  -1.646  0.3104
O  -0.361  0.477  -3.098  -0.9452
C  0.710  1.503  -0.569  -0.7249
C  -0.225  0.499  -0.099  0.4770
O  -2.922  0.413  -2.763  -0.9174
H  0.728  -0.010  1.604  0.4238
H  1.783  1.445  -0.263  0.2371
H  -0.968  -1.703  2.140  0.2365
S  -1.587  0.952  -2.460  2.5088
C  -1.097  -1.167  1.301  -0.0817
C  -2.032  -1.147  0.374  0.0309